1.
Computed, not measured: a 2-piece molecular cluster, C4H9NO2 overall, with ωB97M-V/def2-TZVPD.

XYZ file:
```
16
Properties=species:S:1:pos:R:3
C 1.5738 0.0527 -0.5545
C -0.5088 -0.5761 0.6109
C -0.7065 0.8174 1.1689
O -2.0238 0.8427 1.6698
N -1.1931 -0.9041 -0.4156
C 0.3412 0.1294 -1.5183
O -0.2157 1.1512 -1.8397
H 1.9468 -0.9681 -0.3779
H 1.6111 0.5861 0.4065
H 2.2618 0.5734 -1.2079
H 0.1254 -1.2741 1.1616
H -0.0245 1.0179 2.0017
H -0.5463 1.5876 0.3953
H -2.5760 0.6551 0.8964
H -1.0350 -1.8620 -0.7219
H 0.3077 -0.8100 -2.1044
```

Calculated values
- Structure (SMILES): [H]/N=C/CO.CC=O
- E_tot: -362.951662 Eh
- Net charge: 0
- LUMO: 0.8 eV
- Relative energy (zero: lowest compared OMol25 entry of this formula, charge and spin): 351.5 kJ/mol
- HOMO level: -0.35542 Eh
- 2S+1: 1
- Largest force on an atom: 1.5 eV Å⁻¹



2.
Computed, not measured: one molecule with the formula C5H10N2, with ωB97M-V/def2-TZVPD.

XYZ file:
```
17
Properties=species:S:1:pos:R:3
C 1.0793 0.5481 -0.2403
C -1.3666 1.3221 0.3725
C -0.0625 -1.7714 -0.1739
N 1.4757 0.4848 1.1368
C -1.0050 -0.9710 -0.6493
C -0.7096 0.4651 -0.6921
N 0.7291 -2.6327 0.0943
H 0.5513 -3.5299 -0.3677
H 2.3727 0.9276 1.3091
H 1.5119 -0.4743 1.4746
H 1.2307 1.5706 -0.5940
H 1.6706 -0.0922 -0.9017
H -1.9574 -1.3631 -1.0003
H -0.8877 0.8821 -1.6897
H -1.0536 1.0332 1.3782
H -2.4577 1.2215 0.3134
H -1.1211 2.3796 0.2302
```

Calculated values
- Structure (SMILES): C[C@H](C=C=N)CN
- E_tot: -305.900186 Eh
- Net charge: 0
- LUMO: 0.5 eV
- Relative energy (zero: lowest compared OMol25 entry of this formula, charge and spin): 324.7 kJ/mol
- HOMO level: -0.29194 Eh
- 2S+1: 1
- Largest force on an atom: 3.9 eV Å⁻¹



3.
Computed, not measured: C28H35B2F4N6V as an isolated structure, with ωB97M-V/def2-TZVPD.

XYZ file:
```
76
Properties=species:S:1:pos:R:3
V 0.0766 -0.0997 -0.0787
C 1.5934 3.9018 0.2035
C 0.4286 3.2405 0.9381
C -0.0461 4.0783 2.1214
C -0.7054 2.9519 -0.0020
C -1.7428 3.7882 -0.4473
C -2.4948 2.9878 -1.2808
N -1.9570 1.7617 -1.3047
N -0.8439 1.7446 -0.5342
B -2.2758 0.5760 -2.2312
N -2.5407 -0.7345 -1.4305
C -3.4814 -1.6553 -1.6727
C -3.1083 -2.8437 -1.0846
C -1.8578 -2.5690 -0.5079
N -1.5389 -1.2968 -0.7103
C -0.8926 -3.5305 0.1329
C 0.0658 -2.9016 1.1333
C -1.6302 -4.6990 0.7821
N -1.0839 0.3170 -3.1665
C -1.0379 0.4346 -4.4985
C 0.2418 0.1483 -4.9181
C 0.9348 -0.1555 -3.7342
N 0.1363 -0.0386 -2.6798
C 2.3531 -0.6116 -3.5710
C 2.4002 -2.1066 -3.2537
C 3.1894 -0.3046 -4.8103
H 2.4561 4.0043 0.8634
H 1.3081 4.8989 -0.1444
H 1.9028 3.3087 -0.6562
H 0.7727 2.2794 1.3272
H -0.3522 5.0768 1.7974
H 0.7550 4.1980 2.8524
H -0.8902 3.6067 2.6246
H -1.9208 4.8154 -0.1866
H -3.3838 3.1920 -1.8531
H -3.2659 0.8417 -2.8690
H -4.3450 -1.3927 -2.2600
H -3.6485 -3.7726 -1.0858
H -0.2836 -3.9309 -0.6889
H -0.4411 -2.5913 2.0470
H 0.5984 -2.0108 0.7714
H 0.8698 -3.5975 1.3763
H -2.2851 -4.3435 1.5794
H -0.9189 -5.4015 1.2186
H -2.2378 -5.2463 0.0610
H -1.9212 0.7174 -5.0462
H 0.6180 0.1475 -5.9249
H 2.7746 -0.0711 -2.7278
H 1.9743 -2.6743 -4.0859
H 1.8420 -2.3469 -2.3468
H 3.4300 -2.4329 -3.0995
H 2.8341 -0.8790 -5.6706
H 4.2318 -0.5768 -4.6403
H 3.1534 0.7527 -5.0751
C 1.5629 -0.1406 5.5993
C 2.1958 -0.3099 4.3461
C 1.4612 -0.2184 3.1989
C 0.0643 0.0483 3.2056
C -0.6643 0.1419 1.9575
C -2.0092 0.4099 2.1122
C -2.6502 0.5822 3.3641
C -1.9440 0.4882 4.5242
C -0.5523 0.2155 4.4697
C 0.2247 0.1142 5.6537
H 2.1422 -0.2095 6.5130
H 3.2582 -0.5061 4.2859
H 1.9618 -0.3382 2.2512
H -2.6341 0.5038 1.2248
H -3.7146 0.7907 3.3938
H -2.4223 0.6174 5.4889
H -0.2717 0.2480 6.6092
F 4.1189 0.1211 -0.9630
B 3.2856 -0.3029 0.0495
F 2.7784 -1.5777 -0.1949
F 3.8932 -0.2238 1.2844
F 2.1062 0.5904 0.0743
```

Calculated values
- E_tot: -2810.153449 Eh
- Net charge: -1
- LUMO (alpha / beta): 2.7 / 2.7 eV
- Relative energy (zero: lowest compared OMol25 entry of this formula, charge and spin): 15.2 kJ/mol
- HOMO level (alpha / beta): -0.15236 / -0.17745 Eh
- 2S+1: 4
- Largest force on an atom: 0.6 eV Å⁻¹
- Expectation value of S²: 3.761



4.
Computed, not measured: a 2-piece molecular cluster, C4H9NO overall, with ωB97M-V/def2-TZVPD.

XYZ file:
```
15
Properties=species:S:1:pos:R:3
C 0.9586 -0.9171 -0.7687
O 0.1059 0.2188 -0.7491
C -0.8538 0.3964 1.0313
N -0.6435 1.5102 1.2889
C 0.7128 1.5764 -0.8152
C -1.4308 -0.9364 1.2295
H 1.5796 -0.8690 -1.6629
H 0.3543 -1.8413 -0.8268
H 1.5925 -1.0101 0.1294
H 1.2293 1.5354 -1.7598
H -0.0421 2.3844 -0.8468
H 1.3958 1.8705 0.0041
H -2.0820 -1.2661 0.4159
H -0.6934 -1.7195 1.4300
H -2.0278 -0.7877 2.1281
```

Calculated values
- Structure (SMILES): CC#N.COC
- E_tot: -287.715437 Eh
- Net charge: 0
- LUMO: 0.9 eV
- Relative energy (zero: lowest compared OMol25 entry of this formula, charge and spin): 307.2 kJ/mol
- HOMO level: -0.34165 Eh
- 2S+1: 1
- Largest force on an atom: 2.2 eV Å⁻¹



5.
Computed, not measured: a 4-piece molecular cluster, C2H15N2O3 overall, with ωB97M-V/def2-TZVPD.

XYZ file:
```
22
Properties=species:S:1:pos:R:3
C -0.2295 -2.5176 -0.3021
N -0.8789 -2.5597 -1.6276
C 0.8507 -1.3860 -0.4714
N 0.8386 -0.4226 0.7013
H 0.2796 -3.4474 -0.0608
H -0.9582 -2.3224 0.4657
H -0.6573 -3.2431 -2.3198
H -1.8505 -2.3118 -1.5285
H 0.6686 -0.8044 -1.3640
H 1.8335 -1.8005 -0.5609
H 1.6487 0.1939 0.7964
H 0.0717 0.3911 0.5992
H 0.8262 -0.8257 1.6374
H -0.6678 2.7052 -0.5031
H -2.2491 2.8981 -0.2858
O -1.4624 2.4002 -0.0392
H 1.5098 2.2911 -1.7701
H 2.3182 3.0669 -0.6713
O 1.6303 2.4010 -0.8155
H -1.3944 1.2776 1.7691
H -0.5983 1.3458 3.1547
O -0.7328 0.8456 2.3318
```

Calculated values
- E_tot: -420.276670 Eh
- Net charge: 0
- LUMO (alpha / beta): 0.9 / 0.5 eV
- Relative energy (zero: lowest compared OMol25 entry of this formula, charge and spin): 63.7 kJ/mol
- HOMO level (alpha / beta): -0.09674 / -0.34611 Eh
- 2S+1: 2
- Largest force on an atom: 2.6 eV Å⁻¹
- Expectation value of S²: 0.751



6.
Computed, not measured: C26H24MoN2O6PS as an isolated structure, with ωB97M-V/def2-TZVPD.

XYZ file:
```
61
Properties=species:S:1:pos:R:3
Mo 0.4882 1.0760 1.1573
O 1.4628 1.0659 4.1724
C 0.3919 0.7636 3.7628
O -0.2175 1.5360 2.7731
C -0.4191 -0.4897 4.0628
C -1.8236 -0.3050 3.4370
C -2.7719 -1.4145 3.8761
C -2.2643 -2.6078 3.0347
C -1.0962 -1.9718 2.2802
O -1.5207 -0.6120 2.0371
C 0.0918 -1.7583 3.2698
C 1.3155 -1.5971 2.4040
O 2.1368 -2.3969 2.1455
O 1.2768 -0.3584 1.7318
H -0.4077 -0.6648 5.1371
H -2.2264 0.6963 3.5502
H -2.7091 -1.5777 4.9503
H -3.8044 -1.1658 3.6432
H -1.9505 -3.4548 3.6399
H -3.0235 -2.9479 2.3337
H -0.8285 -2.4684 1.3482
H 0.2540 -2.6273 3.9022
N -1.2940 2.1131 0.3894
C -1.6465 2.0180 -1.0383
C -2.5590 2.9006 -1.5825
C -2.9627 2.7418 -2.9042
C -2.4614 1.6975 -3.6720
C -1.5130 0.8376 -3.1443
C -1.0846 1.0120 -1.8278
P 0.1815 0.0059 -1.0661
C 1.7651 0.9059 -1.1792
C 2.9222 0.2964 -0.6287
C 4.1641 0.8709 -0.8241
C 4.2775 2.0383 -1.5731
C 3.1449 2.6292 -2.1444
C 1.8977 2.0804 -1.9476
C 0.4111 -1.5666 -1.8977
C 1.5440 -1.7722 -2.6949
C 1.6586 -2.9587 -3.3971
C 0.6783 -3.9381 -3.2848
C -0.4432 -3.7290 -2.4887
C -0.5852 -2.5457 -1.7891
H -2.1116 1.7891 0.9158
H -1.2255 3.1148 0.6060
H -2.9607 3.7087 -0.9821
H -3.6872 3.4271 -3.3225
H -2.8035 1.5616 -4.6886
H -1.0872 0.0462 -3.7484
H 2.8570 -0.6608 -0.1240
H 5.0482 0.3920 -0.4251
H 5.2534 2.4752 -1.7429
H 3.2583 3.5101 -2.7623
H 1.0258 2.5259 -2.4122
H 2.3105 -1.0174 -2.7931
H 2.5166 -3.1127 -4.0371
H 0.7892 -4.8702 -3.8223
H -1.2084 -4.4892 -2.4130
H -1.4638 -2.3741 -1.1780
O 0.1941 4.7734 0.8181
S 1.4624 4.1885 1.1759
N 1.3831 2.6545 0.9813
```

Calculated values
- E_tot: -2372.813970 Eh
- Net charge: +3
- LUMO: -12.3 eV
- HOMO level: -0.66444 Eh
- 2S+1: 1
- Largest force on an atom: 3.1 eV Å⁻¹